1.
86
Properties=species:S:1:pos:R:3:lowdin_charge:R:1 method="wB97M-V/def2-TZVPD" e_above_lowest_kcal_mol=82.0 smiles="NC(N)=O.NC(N)=O.NC(N)=O.NC(N)=O.CC(C)O.CC(C)O.CC(C)O.CC(C)O.CO" energy_ev=-48822.0197 homo_energy_ev=-9.15 max_force_ev_per_a=8.0 orbital_gap_ev=9.1
C -10.33 -6.02 4.60 -0.117
O -9.73 -5.76 5.85 -0.171
H -10.57 -7.08 4.50 0.084
H -11.23 -5.42 4.45 0.090
H -9.52 -5.74 3.93 0.086
H -9.63 -4.81 5.96 0.105
C -8.01 -12.75 6.61 -0.743
O -6.98 -12.48 6.03 0.008
N -8.31 -13.89 7.16 0.186
N -8.89 -11.84 6.89 0.202
H -9.07 -14.07 7.81 0.123
H -7.57 -14.57 7.14 0.127
H -8.63 -10.88 6.73 0.074
H -9.84 -12.19 6.99 0.128
C -9.30 -9.97 2.35 -0.797
O -9.57 -10.44 1.26 0.017
N -8.71 -8.86 2.59 0.186
N -9.41 -10.69 3.44 0.168
H -8.64 -8.23 1.80 0.123
H -8.57 -8.52 3.53 0.076
H -9.59 -11.69 3.44 0.117
H -9.24 -10.25 4.33 0.049
C -7.55 -8.77 5.85 -0.732
O -8.66 -9.21 5.79 -0.011
N -7.34 -7.48 5.77 0.211
N -6.44 -9.53 5.86 0.237
H -8.18 -6.92 5.69 0.067
H -6.42 -7.13 5.96 0.066
H -5.52 -9.11 5.91 0.083
H -6.62 -10.52 5.86 0.062
C -10.22 -7.88 8.80 -0.836
O -10.58 -8.49 9.82 -0.003
N -10.85 -7.96 7.72 0.179
N -9.23 -7.10 8.66 0.198
H -10.45 -7.54 6.89 0.069
H -11.57 -8.66 7.58 0.131
H -8.70 -6.95 9.51 0.107
H -9.10 -6.56 7.82 0.086
C -4.95 -13.89 3.33 -0.052
C -4.58 -12.41 3.56 -0.492
C -5.50 -11.42 2.87 -0.052
O -4.60 -12.21 4.96 -0.080
H -5.87 -14.05 3.89 0.070
H -4.17 -14.53 3.74 0.075
H -5.07 -14.06 2.26 0.074
H -3.63 -12.27 3.05 0.128
H -5.72 -11.73 1.85 0.083
H -4.96 -10.47 2.90 0.064
H -6.44 -11.36 3.41 0.062
H -5.48 -12.24 5.33 -0.004
C -6.17 -9.17 9.68 -0.067
C -5.29 -10.35 10.08 -0.471
C -4.85 -11.16 8.83 -0.041
O -4.10 -9.78 10.58 -0.060
H -7.12 -9.55 9.31 0.078
H -5.71 -8.47 8.99 0.066
H -6.39 -8.62 10.59 0.075
H -5.83 -10.97 10.79 0.144
H -4.28 -10.48 8.20 0.071
H -5.72 -11.50 8.26 0.062
H -4.22 -12.00 9.12 0.084
H -3.69 -9.31 9.86 0.075
C -5.46 -4.75 8.94 -0.041
C -6.17 -4.82 10.27 -0.536
C -5.56 -3.97 11.41 -0.033
O -7.54 -4.77 10.19 -0.046
H -5.32 -3.71 8.65 0.082
H -6.02 -5.25 8.16 0.066
H -4.49 -5.25 9.08 0.084
H -6.11 -5.83 10.67 0.117
H -6.34 -3.79 12.15 0.073
H -5.23 -2.98 11.07 0.072
H -4.74 -4.47 11.93 0.078
H -7.89 -5.07 11.04 0.098
C -3.66 -7.83 4.36 -0.057
C -3.77 -6.60 5.36 -0.434
C -4.39 -5.41 4.61 -0.044
O -4.64 -7.06 6.34 -0.102
H -4.50 -8.19 3.78 0.070
H -3.24 -8.70 4.86 0.073
H -2.87 -7.70 3.62 0.072
H -2.77 -6.41 5.76 0.144
H -4.43 -4.61 5.35 0.070
H -5.40 -5.45 4.21 0.079
H -3.70 -5.07 3.84 0.082
H -4.11 -7.28 7.10 0.103

=====

2.
81
Properties=species:S:1:pos:R:3:lowdin_charge:R:1 method="wB97M-V/def2-TZVPD" e_above_lowest_kcal_mol=269.8 smiles=COC[C@H](C)N.COC[C@H](C)N.COC[C@H](C)N.CO.CO.CO.CO.CO energy_ev=-39323.4895 homo_energy_ev=-8.34 max_force_ev_per_a=10.0 orbital_gap_ev=8.6
C 0.75 3.85 -4.10 -0.030
C 0.93 3.10 -2.73 -0.370
C 2.44 3.26 -2.25 -0.199
O 3.17 2.22 -2.86 -0.215
C 4.61 2.46 -2.62 -0.083
N 0.08 3.81 -1.83 0.012
H 1.00 4.91 -4.01 0.088
H -0.12 3.71 -4.57 0.034
H 1.60 3.61 -4.56 0.016
H 0.71 2.07 -2.71 0.116
H 2.40 3.10 -1.27 0.058
H 2.87 4.27 -2.54 0.146
H 5.22 1.85 -3.35 0.101
H 4.75 2.70 -1.55 0.096
H 4.90 3.43 -3.08 0.071
H 0.03 3.24 -0.96 0.023
H 0.40 4.59 -1.27 0.079
C -1.36 -5.13 0.06 -0.078
C -0.72 -6.31 0.80 -0.383
C -1.65 -6.59 2.12 -0.206
O -1.53 -5.54 3.02 -0.222
C -2.24 -5.68 4.13 -0.191
N -0.86 -7.42 -0.12 -0.005
H -1.10 -4.26 0.56 0.034
H -2.40 -4.95 -0.20 0.092
H -0.70 -5.00 -0.74 0.051
H 0.42 -6.34 1.11 0.171
H -1.20 -7.53 2.70 0.151
H -2.81 -6.67 1.87 0.158
H -2.86 -4.78 4.58 0.117
H -1.56 -5.94 5.02 0.105
H -2.94 -6.46 3.88 0.061
H -0.41 -8.26 0.08 0.034
H -0.56 -7.03 -1.07 0.103
C -1.88 1.76 0.87 -0.028
C -0.31 1.46 1.13 -0.374
C 0.31 0.47 0.12 -0.179
O -0.55 -0.63 0.06 -0.153
C -0.26 -1.60 -0.95 -0.053
N 0.37 2.73 1.03 -0.011
H -1.96 2.17 -0.11 0.039
H -2.38 2.61 1.38 0.078
H -2.40 0.81 0.92 0.058
H -0.31 1.24 2.14 0.096
H 1.44 0.40 0.23 0.130
H 0.24 0.81 -0.73 0.017
H -0.34 -1.46 -1.89 0.019
H -1.20 -2.31 -0.75 0.116
H 0.63 -2.11 -0.75 0.072
H 1.47 2.46 1.00 0.109
H 0.28 3.43 1.91 0.097
C -3.96 4.49 -0.26 -0.141
O -4.64 4.91 -1.47 -0.146
H -4.60 3.57 0.18 0.119
H -4.05 5.03 0.66 0.063
H -3.12 4.15 -0.57 -0.020
H -3.91 5.04 -2.16 0.109
C 1.09 3.71 4.26 -0.073
O 0.43 4.61 3.27 -0.214
H 1.30 4.08 5.19 0.048
H 1.88 3.33 3.79 0.014
H 0.24 3.00 4.44 0.106
H 0.23 5.58 3.65 0.158
C 2.94 -0.88 -2.75 -0.180
O 2.85 -2.26 -2.79 -0.094
H 2.18 -0.64 -3.46 0.078
H 3.91 -0.30 -2.82 0.098
H 2.35 -0.50 -1.98 0.021
H 3.46 -2.59 -3.43 0.063
C -4.37 -1.93 0.10 -0.095
O -5.43 -2.72 -0.56 -0.088
H -3.86 -2.55 0.98 0.114
H -4.81 -1.02 0.27 0.037
H -3.43 -1.99 -0.57 0.081
H -5.54 -3.44 -0.09 -0.044
C 4.11 0.62 1.19 -0.168
O 3.63 1.82 1.84 -0.171
H 5.03 0.71 0.70 0.048
H 3.56 -0.04 0.39 0.111
H 4.36 -0.01 1.93 0.026
H 3.80 1.70 2.91 0.173

=====

3.
86
Properties=species:S:1:pos:R:3:lowdin_charge:R:1 method="wB97M-V/def2-TZVPD" e_above_lowest_kcal_mol=24.5 smiles=COC[C@H](C)N.COC[C@H](C)N.OCCO.CO.CO.CO.CO.CO.CO.CO energy_ev=-44033.9859 homo_energy_ev=-9.31 max_force_ev_per_a=2.2 orbital_gap_ev=9.6
C 8.31 -21.34 -13.64 -0.115
O 8.48 -21.31 -15.05 -0.130
H 9.13 -20.94 -13.04 0.073
H 7.42 -20.82 -13.27 0.077
H 8.31 -22.38 -13.33 0.065
H 7.66 -21.62 -15.44 0.065
C 8.56 -20.82 -18.94 -0.138
O 7.59 -20.24 -19.78 -0.114
H 9.56 -20.67 -19.34 0.092
H 8.50 -20.45 -17.92 0.066
H 8.42 -21.89 -18.82 0.072
H 8.00 -20.14 -20.65 0.094
C 10.98 -19.27 -16.19 -0.139
O 10.84 -20.69 -16.24 -0.152
H 10.55 -18.93 -15.25 0.069
H 12.00 -18.90 -16.34 0.080
H 10.36 -18.87 -16.99 0.067
H 10.12 -20.91 -15.65 0.006
C 11.83 -19.32 -12.62 -0.171
O 12.30 -19.51 -11.30 -0.109
H 12.70 -19.05 -13.21 0.085
H 11.48 -20.25 -13.07 0.057
H 11.02 -18.60 -12.69 0.056
H 12.41 -18.66 -10.87 0.069
C 5.80 -23.86 -14.84 -0.180
O 5.55 -22.94 -15.84 -0.105
H 6.79 -23.75 -14.41 0.058
H 5.20 -23.64 -13.95 0.082
H 5.66 -24.91 -15.10 0.089
H 4.90 -23.35 -16.42 0.089
C 6.01 -17.64 -13.33 -0.183
O 6.26 -17.27 -14.64 -0.117
H 5.03 -18.12 -13.28 0.083
H 6.75 -18.32 -12.92 0.047
H 5.93 -16.74 -12.72 0.078
H 5.48 -17.58 -15.10 0.009
C 11.93 -23.29 -12.94 -0.143
O 10.84 -23.29 -12.01 -0.126
H 12.43 -24.25 -12.83 0.079
H 11.58 -23.15 -13.96 0.055
H 12.59 -22.44 -12.76 0.079
H 10.25 -24.00 -12.28 0.066
C 13.83 -25.26 -15.75 -0.074
C 13.30 -24.90 -17.11 -0.445
C 11.95 -24.13 -17.07 -0.203
O 10.85 -24.95 -16.71 -0.170
C 9.67 -24.22 -16.41 -0.100
N 14.27 -24.15 -17.90 0.036
H 13.10 -25.81 -15.16 0.078
H 14.01 -24.31 -15.26 0.071
H 14.79 -25.77 -15.69 0.078
H 13.12 -25.85 -17.61 0.137
H 11.84 -23.72 -18.07 0.118
H 12.10 -23.28 -16.40 0.108
H 9.78 -23.77 -15.43 0.067
H 8.87 -24.96 -16.45 0.090
H 9.42 -23.40 -17.08 0.073
H 14.24 -23.16 -17.67 0.068
H 13.97 -24.19 -18.86 0.065
C 8.40 -14.67 -12.43 -0.048
C 9.20 -15.47 -11.33 -0.389
C 8.89 -17.04 -11.27 -0.189
O 7.65 -17.39 -10.63 -0.199
C 7.66 -18.79 -10.22 -0.087
N 10.61 -15.34 -11.53 0.016
H 7.45 -14.41 -11.97 0.067
H 8.27 -15.00 -13.46 0.074
H 8.83 -13.67 -12.45 0.064
H 9.03 -15.01 -10.35 0.135
H 9.75 -17.53 -10.81 0.095
H 8.78 -17.47 -12.27 0.106
H 8.51 -19.17 -9.66 0.086
H 7.55 -19.45 -11.09 0.058
H 6.79 -18.95 -9.59 0.086
H 10.86 -15.84 -12.37 0.068
H 11.02 -15.89 -10.79 0.060
C 5.32 -19.80 -17.28 -0.250
C 4.11 -19.52 -16.37 -0.177
O 4.01 -18.18 -15.86 -0.084
O 5.53 -18.92 -18.36 -0.065
H 5.20 -20.80 -17.68 0.111
H 6.27 -19.72 -16.75 0.110
H 4.06 -20.14 -15.47 0.120
H 3.19 -19.65 -16.95 0.118
H 3.92 -17.62 -16.64 0.099
H 6.25 -19.27 -18.89 0.034